280
Properties=species:S:1:pos:R:3:forces:R:3:mulliken_charge:R:1 method="wB97M-V/def2-TZVPD" total_charge=+3 largest_force_ev_per_a=7.486 e_homo_ev=-11.435 multiplicity=1 e_tot_ev=-245549.5657
C 0.64902 -1.36116 -1.56776 0.70 0.91 0.65 -0.621
F -0.42860 -1.80260 -2.27280 1.69 0.31 0.93 0.228
F 1.81569 -1.94545 -1.88393 -1.17 -1.21 -0.06 -0.096
F 0.90336 -0.08750 -1.87401 -0.97 0.68 -0.37 -0.142
S 0.42561 -1.41375 0.35400 0.57 -0.43 0.45 0.201
O -0.36292 -2.59707 0.58480 -0.33 0.35 -0.39 -0.020
O 1.78149 -1.48239 0.94544 -2.47 0.96 -1.57 0.239
N -0.53475 0.01746 0.58376 0.89 -4.71 -4.41 -1.893
S -0.09072 0.60740 1.88367 2.12 4.63 5.49 1.246
O -0.27808 -0.22884 3.04398 -0.14 0.12 -0.64 -0.403
O 1.24089 1.24885 1.77684 -1.73 -0.30 -0.03 -0.640
C -1.45844 2.05879 2.07386 3.37 -0.07 0.22 -0.127
F -1.20473 3.04352 1.15635 -0.12 -0.80 1.05 -0.117
F -2.63848 1.58632 1.85340 -1.34 -0.42 -0.11 0.039
F -1.32112 2.50230 3.33202 -0.34 -0.09 -1.43 -0.093
C 0.66793 3.51138 9.29522 -1.58 -1.94 -0.51 0.630
F 1.75484 3.27153 10.06147 -1.04 0.93 -0.34 -0.215
F 0.16811 4.73357 9.30593 0.38 0.54 1.48 -0.222
F 1.01496 3.35443 8.02212 0.70 -0.78 -0.59 -0.203
S -0.77694 2.19700 9.74627 0.62 1.51 3.36 0.886
O -0.18498 0.88034 9.60910 -0.05 1.27 -0.46 -0.569
O -1.16852 2.53497 11.11963 0.41 0.18 -2.24 -0.667
N -1.98421 2.63595 8.66945 2.24 0.12 1.73 -0.415
S -2.02596 1.37125 7.78399 -0.15 -3.58 -2.81 1.000
O -0.82998 1.12208 6.91971 -2.47 0.74 0.86 -0.383
O -2.54309 0.19810 8.49955 0.04 1.22 -1.54 -0.685
C -3.47284 1.92952 6.56147 1.56 0.05 3.01 0.429
F -4.61977 1.39654 6.97977 -0.31 0.31 -0.13 -0.247
F -3.54902 3.26498 6.54789 -0.49 0.04 -0.17 -0.235
F -3.23796 1.51925 5.35878 0.25 -0.66 -1.98 -0.126
C 9.57853 3.44056 3.02347 -0.14 -1.25 -0.38 -1.283
C 9.52016 1.95392 2.47180 0.99 0.64 1.59 -0.493
C 8.31943 1.72149 1.57475 0.76 0.55 0.72 -0.537
C 7.01312 1.75438 2.41225 -0.61 -0.99 -1.57 -1.045
P 6.22137 0.06099 2.63053 1.46 0.17 0.27 1.107
C 5.79692 -0.75441 1.02815 0.36 0.58 0.45 -0.728
C 5.23093 -2.15895 1.09738 -0.97 -0.20 0.54 0.293
C 4.63720 -2.60679 -0.25524 -1.39 1.03 1.56 0.808
C 5.63413 -2.97576 -1.22096 2.24 -0.66 -1.29 -1.597
C 4.72916 0.30324 3.57072 -0.63 0.85 0.68 0.774
C 4.94680 0.80365 5.03883 1.49 0.34 -0.32 -0.936
C 3.78800 0.72369 5.99511 0.19 -1.18 0.10 -0.968
C 2.49030 1.28634 5.44626 0.46 -0.13 1.15 -0.323
C 7.30474 -1.04695 3.57114 -0.33 -0.08 -0.19 -1.256
C 8.53755 -1.67219 2.89548 -1.22 0.46 -0.59 -0.657
C 9.58000 -2.08706 3.88359 0.38 -1.02 -0.55 -0.537
C 10.68118 -2.84505 3.09390 0.44 0.61 1.50 -1.363
H 9.70324 4.16620 2.21973 0.06 0.03 0.08 0.351
H 10.34879 3.56221 3.78505 0.25 -0.07 -0.33 0.408
H 8.65836 3.65544 3.56681 -0.18 0.13 -0.18 0.321
H 9.54473 1.35322 3.38101 -0.51 -0.45 0.09 0.092
H 10.45491 1.64017 2.00716 0.02 0.44 -0.42 0.507
H 8.43810 0.84797 0.93368 -0.18 -0.21 0.22 0.293
H 8.46272 2.57333 0.90996 -1.03 0.11 -0.34 0.562
H 6.27631 2.32399 1.84589 -0.35 0.02 0.04 0.423
H 7.10196 2.27588 3.36527 0.14 -0.40 0.10 0.527
H 6.65233 -0.81998 0.35578 0.13 0.71 0.03 0.537
H 5.03173 -0.06494 0.67148 -0.04 0.00 -0.58 0.169
H 4.42890 -2.17620 1.83531 -0.15 -0.06 0.06 -0.672
H 5.98224 -2.86236 1.45632 0.15 -0.09 -0.13 0.331
H 4.06413 -1.77230 -0.65937 -0.59 -0.12 0.27 -0.280
H 4.00573 -3.48088 -0.09618 -0.41 0.24 0.21 -0.055
H 6.26915 -3.69192 -0.69946 0.42 -0.33 -0.63 0.313
H 6.25655 -2.13528 -1.52802 0.17 0.06 -0.02 0.344
H 5.22668 -3.40340 -2.13704 0.00 -0.17 0.09 0.410
H 4.08873 -0.57877 3.56915 0.18 -0.27 -0.03 -1.061
H 4.17840 1.04004 2.98600 -0.33 0.17 0.00 0.537
H 5.29553 1.83177 5.13613 -0.12 0.44 -1.00 0.337
H 5.84043 0.30887 5.41924 -0.21 -0.56 0.35 0.270
H 4.09935 1.19926 6.92517 -0.12 0.52 -0.12 0.504
H 3.70291 -0.30427 6.34748 -0.49 -0.36 -0.30 0.324
H 2.09388 0.72155 4.60249 -0.04 0.16 -0.01 -0.264
H 2.67107 2.33361 5.20409 -0.36 0.08 -0.24 0.451
H 1.81643 1.22456 6.30076 -0.61 0.25 -0.43 0.117
H 6.59634 -1.84286 3.80089 -0.04 -0.26 0.34 0.710
H 7.54824 -0.58160 4.52626 0.07 0.17 -0.06 0.724
H 8.97070 -0.99526 2.15910 0.17 0.17 0.06 0.230
H 8.18284 -2.52018 2.30965 0.09 -0.20 -0.02 0.382
H 9.17826 -2.76219 4.63918 -0.24 0.07 0.08 0.400
H 9.89446 -1.17515 4.39118 0.59 -0.18 0.09 0.358
H 11.23702 -2.10496 2.51822 -0.03 -0.40 -0.51 0.322
H 10.31376 -3.70954 2.54095 -0.28 0.44 -0.38 0.339
H 11.39544 -3.29101 3.78603 0.13 0.17 0.12 0.420
C -0.33894 -0.35815 -5.32718 -1.20 0.81 -0.69 -0.529
C -0.83059 0.14668 -6.70960 0.70 -0.54 -0.61 -1.264
C 0.10535 -0.28905 -7.85659 0.44 -0.12 0.39 -0.725
C 1.48266 0.42265 -7.92648 0.02 0.13 -0.22 -1.000
P 2.60152 -0.32903 -9.14453 -1.14 -0.40 -0.29 -0.089
C 2.90478 -2.08906 -8.67790 -0.59 0.48 0.46 -1.124
C 3.56683 -2.21781 -7.24770 0.07 -0.20 -1.26 -0.568
C 3.90281 -3.67853 -6.86110 0.41 0.42 0.66 -0.590
C 4.35199 -3.86188 -5.36258 0.05 0.46 -0.43 -1.188
C 1.76264 -0.25128 -10.81438 0.50 0.05 1.69 -1.446
C 1.35056 1.15321 -11.30902 0.98 -1.17 -1.05 -0.518
C 1.05989 0.87679 -12.80421 -0.37 -0.03 -0.59 -0.344
C 0.88443 2.08944 -13.63486 -0.50 2.01 -0.49 -1.493
C 4.13147 0.62021 -9.10864 0.85 -0.63 -1.69 -0.924
C 5.10023 0.19290 -10.29213 -0.19 0.37 0.20 -0.701
C 6.29537 1.15344 -10.48378 0.21 -0.57 0.31 -0.540
C 7.38841 0.53198 -11.38398 -0.56 0.17 0.02 -1.315
H 0.60586 0.12661 -5.08129 -0.08 -0.16 0.38 0.286
H -0.29397 -1.44196 -5.22023 0.36 -0.07 -0.49 0.336
H -1.15455 -0.09568 -4.65340 0.39 0.34 0.54 0.095
H -0.94950 1.22686 -6.79428 0.17 0.18 0.58 0.437
H -1.83123 -0.22431 -6.93136 0.03 -0.29 0.08 0.414
H -0.38546 -0.18500 -8.82426 -0.05 0.16 -0.01 0.408
H 0.29507 -1.35501 -7.73070 -0.03 -0.19 -0.03 0.254
H 2.07475 0.52013 -7.01652 -0.27 -0.53 0.46 0.665
H 1.40259 1.47107 -8.21374 -0.30 0.14 -0.35 0.749
H 3.39367 -2.57659 -9.52134 0.88 0.11 0.24 0.802
H 1.93878 -2.58692 -8.76211 -0.38 0.13 0.46 0.763
H 2.99868 -1.68410 -6.48582 -0.36 -0.13 -0.06 0.279
H 4.49645 -1.66193 -7.36977 0.29 -0.07 0.42 0.281
H 4.69044 -3.93138 -7.57090 0.23 -0.45 0.29 0.333
H 3.08228 -4.36232 -7.07848 -0.19 0.15 0.07 0.364
H 5.17125 -3.21657 -5.04559 0.23 0.26 -0.53 0.381
H 4.70579 -4.85852 -5.09872 -0.27 -0.17 -0.42 0.493
H 3.57144 -3.59651 -4.64954 -0.45 -0.15 -0.21 0.129
H 0.85257 -0.85118 -10.81493 0.07 -0.28 0.42 0.782
H 2.46332 -0.80404 -11.44017 0.00 0.40 -0.44 0.772
H 2.16398 1.87647 -11.25112 0.22 -0.02 0.01 0.349
H 0.53768 1.57566 -10.71837 -0.27 -0.23 -0.25 0.395
H 0.16081 0.28695 -12.98265 -0.09 -0.34 0.59 0.287
H 1.85086 0.31144 -13.29700 0.37 -0.26 0.60 0.354
H 1.69309 2.81099 -13.51857 0.13 0.04 0.18 0.347
H -0.03852 2.60012 -13.36012 -0.03 0.23 0.09 0.335
H 0.80194 1.95707 -14.71364 0.05 -0.60 0.07 0.398
H 4.57977 0.52814 -8.11937 0.04 0.19 -0.04 0.756
H 3.90096 1.65256 -9.37173 -0.24 0.18 0.54 0.602
H 4.49091 0.20431 -11.19585 0.02 0.14 -0.21 0.302
H 5.47593 -0.82961 -10.25446 -0.06 -0.12 0.56 0.371
H 6.73872 1.36845 -9.51151 0.03 -0.03 0.19 0.345
H 5.94615 2.12046 -10.84573 -0.02 -0.04 -0.28 0.383
H 8.13348 1.27071 -11.67937 -0.08 -0.05 0.01 0.387
H 6.93967 0.10415 -12.28047 0.01 0.17 -0.19 0.335
H 7.90466 -0.29636 -10.89876 -0.03 0.09 0.24 0.348
C 2.02222 -10.27756 4.99307 -1.58 0.71 -1.58 -1.208
C 1.62626 -9.78831 3.52278 0.74 -0.26 0.79 -0.690
C 1.04998 -8.35005 3.51662 0.17 -0.84 1.29 -0.360
C 0.87169 -7.81193 2.12229 -0.61 1.30 -0.81 -0.956
P 0.12063 -6.10395 1.90051 0.86 -0.35 0.05 0.937
C -1.33625 -5.77562 2.98300 2.17 -0.08 -0.78 -1.916
C -1.71847 -4.28626 2.94995 -0.53 -0.70 0.34 1.181
C -2.89413 -4.20768 3.94442 0.12 1.50 -0.88 -0.756
C -3.48468 -2.77416 3.99688 0.24 -0.68 -0.02 -1.142
C 1.39875 -4.92148 2.31535 -0.13 1.17 0.47 0.299
C 1.88052 -4.90263 3.79955 -0.33 -1.49 -1.16 -0.746
C 2.54294 -3.66559 4.22893 0.80 1.74 1.28 -0.752
C 1.61761 -2.45520 4.28212 0.02 0.56 -0.33 1.555
C -0.41080 -5.85433 0.14460 0.29 -0.82 0.52 -0.911
C 0.67248 -5.63313 -0.91720 -0.71 1.10 -0.64 -0.238
C 0.05249 -5.33782 -2.35273 0.03 -0.21 0.67 0.322
C -0.94983 -6.37124 -2.86143 0.31 -0.06 -0.49 -1.576
H 2.55648 -11.22761 4.98463 0.00 0.23 0.01 0.387
H 1.06785 -10.38706 5.50812 0.16 -0.26 0.37 0.310
H 2.56774 -9.48124 5.49941 0.26 -0.21 -0.05 0.333
H 0.95951 -10.45967 2.98166 -0.32 -0.22 0.46 0.392
H 2.53990 -9.86937 2.93390 0.18 0.55 -0.19 0.407
H 1.69988 -7.78148 4.18180 0.38 0.51 -0.58 0.086
H 0.13295 -8.30277 4.10391 -0.45 -0.38 -0.26 0.391
H 0.23086 -8.42449 1.48809 0.03 -0.50 0.17 0.604
H 1.84512 -7.75766 1.63485 0.05 0.09 -0.23 0.559
H -0.94584 -5.98877 3.97811 -0.18 -0.22 0.17 0.637
H -2.06179 -6.54968 2.73297 -0.44 0.39 0.00 0.721
H -1.94486 -3.90730 1.95334 -0.51 -0.28 -0.07 -0.335
H -0.86806 -3.66128 3.22255 0.00 -0.12 0.52 -0.180
H -2.54643 -4.55856 4.91606 -0.17 0.06 0.06 0.444
H -3.64833 -4.88634 3.54603 -0.18 -0.12 0.36 0.381
H -3.93489 -2.55673 3.02831 -0.21 0.04 -0.05 0.265
H -2.71811 -2.01450 4.14985 0.08 -0.06 0.25 0.259
H -4.24391 -2.69243 4.77469 0.04 0.10 -0.05 0.513
H 0.91222 -4.00260 1.98818 -0.16 0.46 0.49 -1.300
H 2.27775 -4.86864 1.67295 0.03 -0.85 -0.25 1.011
H 2.58433 -5.73195 3.87021 -0.01 -0.14 0.20 0.403
H 1.09395 -5.09819 4.52835 -0.32 -0.14 -0.20 0.324
H 3.45572 -3.38165 3.70519 -0.07 -0.28 -0.85 -0.005
H 2.97683 -3.86216 5.20933 -0.26 0.01 0.37 0.557
H 2.18148 -1.52327 4.24145 0.08 0.01 -0.05 -1.286
H 0.97565 -2.32096 5.15273 0.02 -0.54 0.14 0.806
H 0.97857 -2.43219 3.39940 -0.04 0.10 0.03 -1.033
H -1.19440 -5.09803 0.09881 0.09 0.06 0.20 0.240
H -0.86595 -6.83265 -0.00979 -0.43 -0.05 -0.42 0.814
H 1.38349 -6.45808 -0.87222 -0.04 -0.10 -0.50 0.547
H 1.22201 -4.72173 -0.68163 0.20 0.01 0.26 -0.389
H 0.85085 -5.12937 -3.06497 0.30 -0.55 0.03 0.524
H -0.48346 -4.38903 -2.37796 0.03 0.28 0.70 -0.567
H -0.62583 -7.37913 -2.60204 -0.34 -0.09 0.09 0.393
H -1.03465 -6.34558 -3.94782 0.26 0.02 -0.11 0.432
H -1.96987 -6.14989 -2.54740 0.09 -0.31 0.53 0.341
C -12.10110 2.52871 3.77573 0.51 0.48 0.24 -1.137
C -11.63205 3.94148 4.19648 1.59 -0.84 1.03 -0.621
C -10.07502 4.02284 4.22004 0.26 0.62 -0.68 -0.888
C -9.53282 4.39261 2.83289 1.51 -0.15 0.04 -1.021
P -7.70599 4.18702 2.63965 0.43 -0.38 0.00 0.888
C -7.27111 2.42680 2.83638 -0.15 0.47 0.00 -1.287
C -5.90330 1.96985 2.34400 0.32 -0.07 -0.57 -0.176
C -5.46596 0.62968 2.94661 -1.94 0.44 -1.03 0.486
C -6.59070 -0.45948 2.71160 1.63 0.10 1.10 -1.419
C -6.80896 5.09768 3.94847 -1.08 1.12 -1.86 -1.434
C -6.83041 6.67217 3.75863 -0.37 -1.74 -0.30 -0.305
C -6.35526 7.26981 5.00205 2.98 0.42 2.29 -0.842
C -5.00308 6.62917 5.63640 -1.01 1.54 -0.11 -1.176
C -7.16790 4.73744 0.95772 1.00 -0.31 0.28 -0.720
C -7.97453 5.89017 0.44375 -0.73 0.84 0.73 -0.577
C -8.14257 6.03030 -1.02004 -1.20 -0.83 -1.81 -0.404
C -9.52611 6.62033 -1.41990 1.64 1.28 0.19 -1.493
H -11.62629 1.72521 4.33878 0.16 0.33 0.67 0.322
H -11.72045 2.29165 2.78225 -0.81 0.18 -0.48 0.289
H -13.16815 2.40096 3.95793 0.00 0.01 -0.72 0.358
H -11.89967 4.14065 5.23418 -0.48 -0.04 -0.06 0.363
H -11.97651 4.78465 3.59773 -0.37 -0.30 -0.18 0.352
H -9.56115 3.14157 4.60396 -0.44 -0.29 0.12 0.395
H -9.72052 4.86239 4.81803 -0.33 -0.08 0.54 0.384
H -9.58992 5.47693 2.73754 -0.66 -0.03 -0.46 0.736
H -9.99105 3.84106 2.01197 -0.18 0.27 -0.15 0.570
H -8.06348 1.96853 2.24457 -0.02 -0.47 0.10 0.558
H -7.37010 2.10454 3.87293 -0.38 0.28 0.17 0.724
H -5.06740 2.64863 2.51321 -0.30 0.53 0.09 0.366
H -5.98981 1.85759 1.26325 0.21 0.05 -0.23 -0.309
H -5.28900 0.81880 4.00539 0.07 -0.47 0.06 0.187
H -4.52260 0.42362 2.44092 -0.06 -0.64 0.34 -0.357
H -7.59324 -0.16027 3.01736 0.18 0.24 0.03 0.426
H -6.27958 -1.24700 3.39798 -0.39 -0.49 -0.24 0.405
H -6.65525 -0.86506 1.70193 0.21 0.18 -0.10 0.283
H -5.78872 4.75285 3.78021 0.12 -0.04 0.58 0.769
H -7.23989 4.82018 4.91044 0.29 -0.19 0.04 0.877
H -7.80040 7.16565 3.69774 -0.49 -0.72 -0.94 0.212
H -6.20673 6.93712 2.90486 -0.08 0.01 -0.06 0.281
H -7.11216 7.21331 5.78436 -0.10 -0.22 0.02 0.351
H -6.25927 8.33593 4.79646 0.43 0.15 0.33 0.469
H -4.05953 6.80655 5.12030 -0.32 -0.39 -0.98 0.322
H -5.14214 5.57691 5.88438 0.17 0.14 0.00 0.282
H -4.73620 7.18226 6.53694 -0.62 -0.20 0.46 0.440
H -7.03367 3.97518 0.19022 -0.85 -0.72 0.31 0.624
H -6.11675 5.02534 0.97536 0.20 0.18 0.74 0.256
H -7.49853 6.82511 0.73943 -0.31 0.08 0.64 0.120
H -8.98420 5.83793 0.85111 0.04 0.26 0.18 0.279
H -8.20329 5.07496 -1.54133 0.73 -0.43 0.18 0.263
H -7.29642 6.58238 -1.42912 -0.24 0.05 -0.31 0.381
H -9.45574 6.82774 -2.48766 -0.56 -0.25 -0.06 0.427
H -9.59748 7.60248 -0.95258 -0.42 0.12 0.11 0.362
H -10.38868 6.01901 -1.13271 0.22 -0.14 -0.15 0.353
C -4.96816 0.81311 -1.77571 -0.10 -0.93 0.32 -1.629
C -3.84350 0.00141 -1.06380 -0.75 0.48 -1.09 1.603
C -3.63524 -1.41905 -1.61487 0.94 -0.14 -0.46 -0.901
O -3.19847 -1.40290 -3.02231 -1.59 0.95 1.70 -0.248
C -3.35274 -2.60110 -3.72077 0.56 -1.25 -0.55 -0.793
N -2.52370 0.74951 -1.20678 -0.58 -0.87 -0.80 2.376
H -1.81089 0.43368 -0.56470 0.57 -0.48 0.95 -0.834
H -2.20539 0.46696 -2.12272 0.28 0.01 -0.66 0.279
H -2.47458 1.75830 -1.20170 -1.00 0.94 0.14 0.170
H -4.79470 1.03217 -2.82929 0.56 0.31 0.20 0.302
H -5.25198 1.69229 -1.19728 0.35 0.17 -0.24 0.036
H -5.86258 0.19275 -1.83279 -0.04 -0.25 0.33 0.597
H -4.11485 -0.13124 -0.01649 0.35 0.32 0.12 -0.234
H -4.49140 -2.02886 -1.32638 -0.73 0.21 -1.01 0.746
H -2.88481 -1.96589 -1.04399 0.73 0.30 0.15 0.004
H -2.67174 -3.35064 -3.31763 0.27 -0.21 0.04 0.087
H -3.10503 -2.46064 -4.77292 0.30 0.41 0.10 0.258
H -4.31790 -3.10449 -3.77701 -0.58 0.62 0.64 0.417
C 2.67343 2.47657 -1.44380 0.31 1.04 -0.61 -0.584
C 1.57915 3.50168 -1.66528 -3.06 -2.37 -0.02 0.432
O 0.41551 3.20979 -1.92468 3.93 1.76 0.59 -0.363
N 1.96081 4.97045 -1.35267 -1.98 0.42 -0.93 -0.086
H 2.59832 5.04384 -0.57274 0.32 -0.18 0.31 0.379
H 2.36975 5.46101 -2.13512 0.66 -0.38 -0.63 0.383
C 0.70364 5.78774 -1.05938 0.13 0.54 1.11 -0.950
H 3.65423 2.91588 -1.62583 0.09 0.08 -0.01 0.546
H 2.54417 1.65253 -2.14547 -0.20 0.03 0.31 0.028
H 2.66114 2.14249 -0.40634 -0.37 -0.17 0.12 0.137
H 0.86726 6.85528 -1.20661 0.61 -0.12 -0.07 0.402
H 0.59868 5.62474 0.01324 -0.98 0.01 -0.25 0.319
H -0.15198 5.53802 -1.68679 0.24 -0.67 0.34 0.372
P -3.75474 4.76256 -0.99438 -0.05 0.63 -0.96 1.540
F -4.22156 5.98450 -0.07359 0.17 -0.44 0.02 -0.398
F -2.14062 5.03649 -0.69186 -1.01 0.09 0.44 -0.331
F -3.85169 3.72326 0.30788 0.19 0.61 -1.17 -0.489
F -3.26352 3.59627 -1.98504 0.53 -1.87 0.13 -0.425
F -5.28570 4.38368 -1.43424 0.21 0.06 0.94 -0.444
F -3.68421 5.72397 -2.29603 0.19 0.51 0.57 -0.407